#A
18
Properties=species:S:1:pos:R:3 method="wB97M-V/def2-TZVPD" smiles="C=N/C=[N+](/C)CC" total_charge=+1 lumo_ha=-0.167 gap_ev=9.17
C -2.954 0.454 -0.050
N -1.914 -0.245 -0.068
C -0.905 -0.992 0.112
N 0.405 -0.732 -0.287
C 1.455 -1.633 0.100
C 0.817 0.526 -0.834
C 0.931 1.539 0.374
H -3.910 0.255 -0.702
H -3.114 1.234 0.727
H -0.965 -1.801 0.851
H 1.216 -2.636 0.225
H 2.288 -1.584 -0.587
H 1.995 -1.199 1.045
H 0.093 0.981 -1.482
H 1.774 0.376 -1.398
H 1.520 1.068 0.998
H 1.285 2.582 0.039
H -0.016 1.808 0.935

#B
18
Properties=species:S:1:pos:R:3 method="wB97M-V/def2-TZVPD" smiles="C=C1C[NH2+]CN1C" total_charge=+1 lumo_ha=-0.134 gap_ev=9.06
C -1.333 -1.694 0.188
C -0.291 -0.926 -0.142
C 1.186 -1.149 -0.246
N 1.815 0.130 0.109
C 0.803 1.242 -0.291
N -0.472 0.588 -0.527
C -1.731 1.175 -0.004
H -2.227 -1.231 0.234
H -1.261 -2.687 0.735
H 1.387 -1.948 0.562
H 1.314 -1.505 -1.317
H 1.989 0.234 1.141
H 2.756 0.288 -0.192
H 1.058 1.721 -1.271
H 0.765 1.991 0.500
H -2.570 0.750 -0.448
H -1.758 0.793 1.028
H -1.429 2.228 -0.059

The least stable of them is #B.

#A
18
Properties=species:S:1:pos:R:3 method="wB97M-V/def2-TZVPD" total_charge=+1 lumo_ha=-0.160 gap_ev=10.29
C 1.715 0.332 1.712
N 1.402 0.679 0.537
C 0.939 0.005 -0.630
C 1.696 -0.045 -1.945
N -0.217 -0.561 -0.546
C -1.308 -0.408 0.467
C -1.477 1.093 0.790
H 1.828 -0.748 1.871
H 1.768 0.946 2.584
H 2.297 -0.841 -1.863
H 2.330 0.797 -2.137
H 1.057 -0.173 -2.818
H -0.544 -1.061 -1.415
H -1.026 -1.011 1.415
H -2.244 -0.814 0.099
H -2.171 1.182 1.701
H -0.487 1.380 1.052
H -2.079 1.595 0.085

#B
18
Properties=species:S:1:pos:R:3 method="wB97M-V/def2-TZVPD" smiles="C=NC(=C)[NH+](C)C" total_charge=+1 lumo_ha=-0.147 gap_ev=10.18
C 2.136 -1.871 0.309
N 1.247 -0.984 0.575
C 0.062 -0.673 -0.451
C -0.124 -1.352 -1.586
N -0.538 0.704 -0.093
C -1.909 0.560 0.484
C 0.406 1.465 0.628
H 3.020 -1.701 0.878
H 2.142 -2.314 -0.667
H -1.066 -1.419 -2.185
H 0.292 -2.276 -1.863
H -0.543 1.141 -1.044
H -2.248 -0.460 0.622
H -1.716 1.064 1.456
H -2.816 1.111 -0.004
H 0.107 1.368 1.778
H 1.440 1.143 0.468
H 0.237 2.600 0.338

#C
18
Properties=species:S:1:pos:R:3 method="wB97M-V/def2-TZVPD" total_charge=+1 lumo_ha=-0.213 gap_ev=7.15
C -2.547 -0.402 -0.139
C -3.311 -0.242 -1.240
C -1.754 -0.837 0.781
C 2.283 -0.684 1.457
C 0.379 1.036 -1.183
N 1.874 0.091 0.247
N 0.754 0.592 0.098
H -3.958 0.548 -1.287
H -3.285 -1.116 -1.899
H -2.047 -1.466 1.594
H -0.705 -0.413 0.933
H 2.657 -0.127 2.355
H 1.275 -1.138 1.747
H 3.018 -1.395 1.139
H -0.599 0.535 -1.575
H -0.039 2.083 -0.958
H 1.222 0.721 -1.738
H 2.536 0.132 -0.536

The least stable of them is #C.

#A
18
Properties=species:S:1:pos:R:3 method="wB97M-V/def2-TZVPD" total_charge=+1 lumo_ha=-0.123 gap_ev=9.42
C 0.073 1.328 2.620
N -0.070 0.654 1.555
C -1.291 0.356 0.811
C -1.413 -0.627 -0.041
C -0.416 -1.297 -0.946
C 0.483 -0.414 -1.797
N 1.595 0.283 -0.889
H -0.789 1.513 3.515
H 1.072 1.527 2.829
H -2.067 1.107 1.135
H -2.467 -0.957 -0.260
H -1.156 -1.946 -1.542
H 0.171 -2.032 -0.190
H 1.045 -0.913 -2.666
H 0.112 0.458 -2.233
H 0.965 0.230 -0.026
H 1.895 1.234 -1.085
H 2.258 -0.505 -0.791

#B
18
Properties=species:S:1:pos:R:3 method="wB97M-V/def2-TZVPD" total_charge=+1 lumo_ha="-0.166 / -0.164" gap_ev="8.62 / 8.61"
C -0.005 1.610 -0.059
C -0.859 -1.097 -0.688
C 0.359 0.487 1.056
C -1.053 0.868 0.715
C 2.031 -0.907 0.059
N 0.833 -0.807 0.744
N -1.847 -0.194 -0.068
H 0.020 2.652 0.014
H -0.040 1.319 -1.056
H -0.483 -0.629 -1.627
H -1.219 -2.141 -0.748
H 0.630 1.064 1.924
H -1.499 1.312 1.560
H 2.291 -1.746 -0.606
H 2.476 0.049 -0.301
H 2.589 -1.167 1.031
H -2.372 0.143 -0.841
H -2.522 -0.756 0.456

The least stable of them is #B.

#A
89
Properties=species:S:1:pos:R:3 method="wB97M-V/def2-TZVPD" total_charge=+1 lumo_ha=-0.067 gap_ev=7.59
K 0.055 -0.315 0.082
N -5.415 -0.986 -0.390
C -6.140 -2.184 -0.492
C -7.474 -2.160 -0.865
C -8.199 -3.343 -0.957
C -7.596 -4.551 -0.665
C -6.259 -4.578 -0.283
C -5.538 -3.403 -0.206
S -3.827 -3.441 0.270
N -3.366 -1.829 0.430
C -4.146 -0.869 0.126
C -3.748 0.539 0.417
C -4.699 1.365 1.014
C -4.368 2.674 1.304
C -3.110 3.128 0.960
C -2.228 2.243 0.359
N -2.521 0.968 0.100
H -5.900 -0.146 -0.647
H -7.945 -1.208 -1.085
H -9.238 -3.306 -1.256
H -8.157 -5.474 -0.727
H -5.772 -5.517 -0.048
H -5.671 0.977 1.285
H -5.083 3.327 1.787
H -2.814 4.150 1.153
H -1.238 2.572 0.059
O 0.891 -1.620 1.664
P 0.923 -3.090 1.475
C -0.001 -3.637 0.000
P 0.549 -2.996 -1.621
O 0.748 -1.527 -1.659
C -0.765 -3.543 -2.741
C -1.519 -4.698 -2.549
C -2.496 -5.049 -3.467
C -2.722 -4.254 -4.581
C -1.967 -3.108 -4.784
C -0.993 -2.753 -3.865
C 2.029 -3.896 -2.128
C 3.089 -3.161 -2.647
C 4.212 -3.813 -3.127
C 4.280 -5.198 -3.082
C 3.220 -5.935 -2.568
C 2.089 -5.286 -2.103
C 2.605 -3.707 1.301
C 3.548 -2.819 0.788
C 4.862 -3.228 0.632
C 5.231 -4.519 0.983
C 4.294 -5.401 1.504
C 2.980 -4.995 1.671
C 0.155 -3.966 2.855
C 0.653 -3.621 4.113
C 0.113 -4.186 5.255
C -0.930 -5.097 5.145
C -1.425 -5.444 3.897
C -0.886 -4.881 2.749
H -1.018 -3.263 0.117
H -0.012 -4.727 -0.027
H -1.355 -5.330 -1.686
H -3.085 -5.944 -3.315
H -3.489 -4.533 -5.293
H -2.136 -2.493 -5.657
H -0.403 -1.854 -4.003
H 3.015 -2.080 -2.666
H 5.036 -3.247 -3.545
H 5.159 -5.710 -3.452
H 3.272 -7.015 -2.546
H 1.249 -5.861 -1.728
H 3.240 -1.811 0.531
H 5.597 -2.541 0.233
H 6.259 -4.836 0.857
H 4.590 -6.402 1.791
H 2.249 -5.673 2.099
H 1.459 -2.900 4.178
H 0.499 -3.916 6.229
H -1.363 -5.533 6.035
H -2.236 -6.156 3.814
H -1.300 -5.149 1.786
C 5.805 0.932 -1.285
N 4.601 0.906 -0.479
C 4.549 0.882 0.892
C 3.225 0.925 1.219
N 2.465 0.978 0.078
C 3.323 0.965 -0.917
H 6.591 0.372 -0.783
H 6.151 1.955 -1.436
H 5.612 0.480 -2.255
H 5.439 0.839 1.496
H 2.778 0.906 2.199
H 3.062 0.998 -1.964

#B
89
Properties=species:S:1:pos:R:3 method="wB97M-V/def2-TZVPD" total_charge=+1 lumo_ha=-0.062 gap_ev=7.73
K 0.757 1.020 0.130
N -2.444 4.000 -1.293
C -2.144 5.151 -2.070
C -3.122 6.086 -2.366
C -2.813 7.198 -3.138
C -1.515 7.394 -3.584
C -0.530 6.471 -3.256
C -0.846 5.335 -2.525
S 0.382 4.128 -2.186
N -0.233 3.338 -0.795
C -1.477 3.359 -0.542
C -2.006 2.671 0.715
C -2.753 3.423 1.611
C -3.235 2.818 2.759
C -2.976 1.474 2.960
C -2.224 0.798 2.013
N -1.728 1.374 0.908
H -3.383 3.928 -0.941
H -4.135 5.944 -2.007
H -3.586 7.914 -3.382
H -1.266 8.264 -4.177
H 0.492 6.630 -3.584
H -2.931 4.474 1.415
H -3.806 3.391 3.479
H -3.342 0.945 3.830
H -2.009 -0.256 2.153
O 1.305 -0.960 1.153
P 0.459 -2.201 1.031
C -0.684 -2.150 -0.375
P -0.017 -1.393 -1.902
O -0.083 0.107 -1.837
C 1.670 -1.970 -2.093
C 1.942 -3.272 -2.516
C 3.251 -3.703 -2.661
C 4.295 -2.823 -2.403
C 4.037 -1.522 -1.989
C 2.726 -1.097 -1.823
C -0.942 -2.081 -3.260
C -1.535 -3.342 -3.258
C -2.190 -3.811 -4.390
C -2.259 -3.012 -5.523
C -1.677 -1.750 -5.531
C -1.020 -1.282 -4.404
C -0.562 -2.455 2.470
C -1.781 -3.128 2.404
C -2.553 -3.289 3.546
C -2.106 -2.772 4.755
C -0.892 -2.099 4.829
C -0.116 -1.939 3.689
C 1.460 -3.664 0.789
C 0.900 -4.925 0.579
C 1.718 -6.027 0.386
C 3.101 -5.871 0.408
C 3.662 -4.621 0.622
C 2.843 -3.513 0.812
H -1.562 -1.550 -0.122
H -1.014 -3.171 -0.574
H 1.132 -3.955 -2.746
H 3.456 -4.716 -2.984
H 5.319 -3.153 -2.531
H 4.857 -0.842 -1.797
H 2.528 -0.080 -1.508
H -1.487 -3.982 -2.385
H -2.646 -4.793 -4.385
H -2.773 -3.373 -6.405
H -1.738 -1.126 -6.414
H -0.583 -0.291 -4.402
H -2.147 -3.521 1.463
H -3.500 -3.811 3.491
H -2.709 -2.895 5.647
H -0.550 -1.697 5.775
H 0.821 -1.396 3.738
H -0.176 -5.069 0.578
H 1.282 -7.005 0.225
H 3.740 -6.733 0.260
H 4.739 -4.505 0.633
H 3.271 -2.530 0.958
C 3.372 4.831 4.160
N 2.474 3.796 3.649
C 1.611 3.017 4.384
C 0.988 2.209 3.483
N 1.447 2.464 2.205
C 2.331 3.424 2.356
H 3.241 4.888 5.237
H 3.128 5.798 3.727
H 4.409 4.581 3.948
H 1.528 3.118 5.454
H 0.235 1.459 3.680
H 2.897 3.903 1.569

The least stable of them is #A.